Record 1
DFT (ωB97M-V/def2-TZVPD) results for C5H10O as an isolated structure.

```
16
Properties=species:S:1:pos:R:3:mulliken_charge:R:1
C 0.776 0.658 2.176 -1.250
C 0.858 0.666 0.651 -0.366
C -0.242 -0.171 -0.005 -0.507
C -0.151 -0.154 -1.530 -0.426
C -1.177 -0.968 -2.257 -0.647
O -2.041 -1.626 -1.529 -0.306
H 1.574 1.263 2.621 0.366
H -0.183 1.062 2.522 0.309
H 0.870 -0.361 2.570 0.309
H 0.794 1.701 0.286 0.314
H 1.840 0.289 0.335 0.314
H -0.183 -1.207 0.354 0.302
H -1.227 0.200 0.307 0.301
H 0.826 -0.519 -1.882 0.302
H -0.230 0.867 -1.932 0.305
H -2.104 -1.701 -2.686 0.681
```

The relative energy (zero: lowest compared OMol25 entry of this formula, charge and spin) comes out at 374.26 kJ/mol. As for the charge: 0. As for the molar mass: 86.1 g mol⁻¹.

Record 2
DFT (ωB97M-V/def2-TZVPD) results for an isolated molecule of C5H7NO3 at a distorted geometry.

```
16
Properties=species:S:1:pos:R:3:mulliken_charge:R:1
C -0.101 -1.467 -1.824 -0.826
C 0.035 -1.521 -0.549 0.060
C -0.898 -0.755 0.316 -0.804
C -0.018 0.816 0.695 0.529
N -0.130 1.619 -0.542 0.953
O 0.900 1.612 -1.196 -0.535
O -1.168 2.135 -0.881 -0.561
C 0.930 1.009 1.783 -0.498
O -0.382 1.424 1.936 -0.443
H 0.666 -2.076 -2.203 0.250
H -0.816 -1.010 -2.446 0.333
H 0.914 -1.941 -0.115 0.306
H -1.784 -0.567 -0.310 0.336
H -0.956 -1.130 1.335 0.327
H 1.144 0.148 2.306 0.256
H 1.666 1.704 1.696 0.315
```

The relative energy (zero: lowest compared OMol25 entry of this formula, charge and spin) comes out at 735.39 kJ/mol. As for the charge: 0. As for the molar mass: 129.1 g mol⁻¹. Its SMILES is C=CC[C@]1([N+](=O)[O-])CO1.

Q: What is the formula in the first record?
A: C5H10O

Q: relative energy (zero: lowest compared OMol25 entry of this formula, charge and spin) of number 1 (C5H10O)?
A: 374.26 kJ/mol

Q: Number 2 is which compound?
A: C5H7NO3

Q: Which value of relative energy (zero: lowest compared OMol25 entry of this formula, charge and spin) does entry 2 give?
A: 735.39 kJ/mol